1.
Entry from the OMol25 dataset: a molecular structure, C16H23N6PtSe in a non-equilibrium geometry (ωB97M-V with the def2-TZVPD basis set).

The geometry in XYZ format:
```
47
Properties=species:S:1:pos:R:3:forces:R:3:mulliken_charge:R:1
Pt -0.130 0.545 -0.134 -1.1 -1.6 0.1 0.99
C 4.108 0.383 -0.512 0.0 0.0 0.0 -1.92
C 2.673 0.273 -0.153 -0.1 0.0 0.1 0.90
N 1.725 0.875 -0.793 -0.1 0.3 0.2 -0.18
C 1.863 1.788 -1.935 0.1 0.1 -0.1 -0.50
C 0.662 2.716 -1.895 -0.1 0.0 0.1 -1.07
N -0.597 1.915 -1.692 0.0 0.3 0.3 -0.34
C -1.092 1.318 -2.966 0.1 -0.1 0.1 -0.61
C -2.166 0.325 -2.621 0.0 0.2 0.1 -0.83
N -1.607 -0.732 -1.759 0.6 0.1 -0.3 -0.22
C -2.686 -1.492 -1.097 -0.1 0.0 0.1 -0.91
C -2.946 -0.907 0.294 -0.1 -0.2 -0.3 -0.67
N -1.628 -0.766 0.877 0.1 1.0 0.4 0.06
C -1.209 -1.363 1.933 0.0 -0.1 -0.2 1.00
C -2.027 -2.160 2.886 -0.1 0.0 -0.1 -1.94
C 0.273 -1.317 2.090 -0.1 -0.1 0.1 0.87
C 1.037 -2.032 3.003 -0.1 0.0 0.0 -0.79
C 2.421 -1.986 2.898 0.0 0.0 0.0 -0.84
C 3.020 -1.251 1.876 0.0 0.0 0.0 -0.71
C 2.212 -0.554 0.996 0.2 0.0 0.0 0.66
N 0.870 -0.606 1.139 0.4 0.3 -0.1 0.05
H 4.249 0.611 -1.565 0.0 0.0 0.0 0.51
H 4.633 -0.545 -0.291 0.0 0.0 0.0 0.54
H 4.572 1.177 0.083 0.0 0.0 0.0 0.37
H 1.908 1.197 -2.852 0.0 0.0 0.0 0.33
H 2.784 2.364 -1.852 0.0 0.0 -0.1 0.63
H 0.575 3.303 -2.810 0.1 0.0 0.0 0.42
H 0.748 3.401 -1.052 0.0 0.0 0.0 0.41
H -1.305 2.564 -1.347 0.0 0.0 0.1 0.46
H -0.253 0.838 -3.472 0.0 0.0 0.0 0.34
H -1.459 2.118 -3.611 0.0 0.0 0.0 0.47
H -2.642 -0.097 -3.510 0.1 0.0 0.0 0.51
H -2.944 0.836 -2.047 -0.1 -0.1 0.0 0.38
H -0.996 -1.347 -2.288 -0.2 -0.1 -0.2 0.24
H -2.405 -2.543 -1.039 0.0 0.0 0.1 0.42
H -3.598 -1.425 -1.694 0.0 -0.1 0.0 0.44
H -3.591 -1.578 0.860 0.0 0.1 0.0 0.57
H -3.422 0.074 0.249 0.0 0.0 0.0 0.23
H -3.076 -1.881 2.854 0.0 0.0 0.0 0.52
H -1.663 -2.003 3.902 0.0 0.0 0.0 0.53
H -1.939 -3.228 2.665 0.0 0.0 0.0 0.38
H 0.561 -2.619 3.775 0.0 0.0 0.0 0.45
H 3.035 -2.531 3.602 0.0 0.0 0.0 0.48
H 4.096 -1.224 1.775 0.0 0.0 0.0 0.42
Se -0.934 3.140 3.810 -0.2 0.1 0.2 0.20
C -0.870 2.426 2.270 1.0 -0.5 0.1 0.37
N -0.839 1.998 1.148 -0.3 0.3 -0.9 -0.63
```
Forces are in eV/Å.

Charge   +3
E_tot   -3471.707008 Ha
Molecular weight   573.44 g/mol
F_max   0.03720 hartree/bohr

2.
Entry from the OMol25 dataset: a molecular structure, C18H41N2OP3SeYb in a non-equilibrium geometry (ωB97M-V with the def2-TZVPD basis set).

The geometry in XYZ format:
```
67
Properties=species:S:1:pos:R:3:forces:R:3:mulliken_charge:R:1
Yb -2.062 1.437 -3.401 -0.1 -1.7 3.3 1.07
P 2.683 1.663 -0.371 -0.1 -0.2 0.3 1.27
P 0.123 -1.381 2.180 -1.1 0.9 0.0 0.85
P -1.544 1.820 1.194 0.4 -1.3 0.7 0.80
H -3.117 1.398 -6.205 0.2 0.0 0.3 0.34
C -2.760 2.146 -5.495 0.5 1.8 -1.8 -0.54
C -1.471 2.581 -5.488 -0.9 0.6 -1.7 -0.63
H -0.731 2.218 -6.216 -0.4 -0.1 0.5 0.30
C 3.189 0.746 -1.826 0.1 -0.2 -0.2 -1.20
C 3.933 1.497 0.911 0.0 0.0 0.0 -1.20
C 2.471 3.389 -0.813 0.0 0.3 -0.1 -1.14
C -1.312 -2.358 2.603 0.1 -0.7 0.6 -1.11
C 1.411 -2.386 1.438 0.2 -0.2 0.1 -1.03
C 0.742 -0.381 3.512 0.5 -0.5 1.1 -1.11
C -2.240 2.519 -0.313 -0.1 0.3 0.1 -0.41
C -0.342 2.900 1.958 -0.1 0.8 0.2 -0.82
C -2.824 1.371 2.340 -0.6 0.9 0.3 -1.08
H -3.548 2.693 -4.927 0.5 -0.4 -0.3 0.44
H -1.170 3.499 -4.954 -0.2 -0.5 0.1 0.39
H 2.345 0.628 -2.524 0.3 0.1 0.2 0.30
H 3.575 -0.242 -1.529 -0.1 0.3 -0.2 0.39
H 3.992 1.313 -2.324 -0.2 -0.3 0.1 0.45
H 4.113 0.426 1.095 0.1 0.4 0.0 0.37
H 3.561 1.973 1.831 0.3 -0.1 -0.3 0.38
H 4.855 1.992 0.567 -0.2 -0.2 0.3 0.44
H 2.149 3.454 -1.863 0.2 0.0 0.3 0.40
H 3.444 3.889 -0.684 -0.3 0.0 -0.2 0.39
H 1.719 3.883 -0.183 0.4 -0.1 -0.2 0.36
H -1.012 -3.041 3.415 -0.4 0.0 -0.2 0.46
H -1.648 -2.947 1.734 0.2 0.3 0.2 0.37
H -2.144 -1.722 2.940 0.4 -0.2 -0.1 0.32
H 1.669 -3.168 2.171 0.0 0.2 -0.2 0.47
H 2.306 -1.776 1.221 -0.4 -0.2 0.1 0.26
H 1.050 -2.870 0.513 0.0 0.3 0.4 0.29
H 1.069 -1.088 4.292 0.1 0.5 0.1 0.49
H -0.037 0.276 3.932 0.2 -0.3 -0.2 0.35
H 1.611 0.215 3.189 -0.3 -0.3 0.0 0.22
H -2.891 3.339 0.023 0.1 0.0 -0.2 0.46
H -2.879 1.760 -0.799 0.1 0.0 0.3 -0.61
H -1.457 2.914 -0.983 -0.1 -0.1 0.5 0.32
H -0.918 3.761 2.338 0.6 0.0 0.0 0.51
H 0.415 3.242 1.235 -0.5 -0.1 0.2 -0.08
H 0.182 2.400 2.788 -0.4 0.1 -0.2 0.25
H -3.250 2.325 2.678 -0.3 -0.4 0.4 0.50
H -2.432 0.792 3.185 0.1 0.3 -0.1 0.32
H -3.596 0.779 1.844 0.2 0.2 -0.1 0.15
C -3.509 -0.646 -1.464 3.8 -4.5 1.4 0.20
C -3.685 -0.610 -2.807 -2.5 3.0 -0.5 -1.43
C -4.584 0.429 -3.238 -0.1 -1.1 -0.5 -0.59
C -5.313 1.149 -2.279 0.0 0.9 -0.3 -0.57
C -5.232 0.816 -0.926 -0.1 -0.7 1.3 -0.30
C -4.321 -0.192 -0.488 -2.3 2.8 -1.3 -0.93
Se -0.444 -0.033 0.497 0.6 -0.5 -3.4 -0.14
H 1.466 1.109 0.155 0.7 0.3 -0.5 -0.37
H -3.296 -1.339 -3.507 0.4 0.2 -0.2 0.61
H -4.784 0.587 -4.304 -0.2 0.1 0.1 0.95
H -5.994 1.964 -2.585 0.4 -0.6 0.1 0.42
H -5.887 1.311 -0.199 0.0 0.0 -0.4 0.43
H -4.345 -0.555 0.540 0.3 0.2 0.0 0.85
N 0.632 -1.786 -2.432 -0.1 0.1 -0.2 -0.15
C -0.392 -1.491 -3.252 -0.8 0.2 -0.3 0.73
N -1.009 -2.527 -3.851 0.4 0.7 0.3 -0.32
O -0.747 -0.277 -3.445 1.0 -1.4 -0.1 -0.56
H 0.929 -2.744 -2.326 0.1 0.2 0.1 0.18
H 1.084 -1.037 -1.936 -0.1 -0.3 0.0 -0.19
H -1.774 -2.356 -4.485 0.1 -0.1 0.1 0.28
H -0.815 -3.472 -3.551 -0.2 0.1 -0.3 0.18
```
Forces are in eV/Å.

Charge   +3
E_tot   -5478.285767 Ha
2S+1   2
Molecular weight   646.46 g/mol
F_max   0.11784 hartree/bohr

3.
Entry from the OMol25 dataset: a molecular structure, C36H32Cl3N6O4SeSiY in a non-equilibrium geometry (ωB97M-V with the def2-TZVPD basis set).

The geometry in XYZ format:
```
84
Properties=species:S:1:pos:R:3:forces:R:3:mulliken_charge:R:1
Y -0.190 -0.702 0.446 1.0 0.9 0.1 0.24
N 0.968 -3.299 0.567 0.2 0.0 0.2 -0.46
C 0.260 -4.390 -0.125 0.0 -0.2 -0.2 -0.78
C -0.139 -3.987 -1.539 -0.6 0.4 0.2 -0.51
C -1.338 -3.004 -1.524 0.1 -1.2 -0.9 0.60
O -2.332 -3.261 -2.176 -0.1 0.0 -0.1 -0.73
O -1.190 -1.964 -0.798 -0.6 -0.8 -0.6 -0.95
H 1.872 -3.189 0.108 -0.2 0.0 0.2 0.24
H 1.161 -3.612 1.520 0.1 0.2 -0.2 0.23
H -0.641 -4.621 0.446 0.1 -0.1 0.0 0.32
H 0.877 -5.302 -0.170 -0.1 0.2 0.1 0.43
H -0.445 -4.868 -2.101 0.1 0.1 -0.1 0.43
H 0.698 -3.506 -2.054 0.1 0.0 0.0 0.09
Cl 2.430 0.834 7.374 0.1 0.0 0.4 -0.24
C 2.118 0.686 5.685 0.0 -0.1 -0.3 0.38
C 1.249 -0.296 5.232 0.1 0.1 -0.1 -0.83
C 1.012 -0.375 3.877 0.3 0.4 -0.3 0.63
Cl -0.042 -1.581 3.205 0.0 -0.4 0.6 -0.19
C 1.584 0.486 2.912 0.2 0.1 0.5 -1.31
O 1.295 0.392 1.659 0.4 0.1 0.4 1.26
C 2.508 1.419 3.444 -0.3 -0.3 0.0 0.78
Cl 3.371 2.427 2.345 0.2 0.2 -0.2 -0.23
C 2.759 1.534 4.794 -0.1 -0.2 0.1 -0.81
H 0.772 -0.977 5.918 -0.1 0.0 0.1 0.51
H 3.453 2.280 5.148 0.1 0.0 0.1 0.47
Se 4.675 0.091 -6.250 -0.2 0.0 0.3 0.27
N 4.977 -0.345 -4.571 0.1 -0.2 1.0 -0.90
C 3.844 -0.261 -3.897 0.7 0.1 -1.2 0.87
C 3.705 -0.563 -2.502 -0.3 -0.2 1.0 0.85
C 4.786 -0.963 -1.713 -0.3 0.1 0.0 -0.87
C 4.569 -1.218 -0.377 -0.1 0.0 -0.1 -1.19
C 3.274 -1.109 0.124 0.2 0.0 0.0 -0.64
N 2.229 -0.770 -0.612 0.0 0.1 -0.4 0.85
C 2.428 -0.467 -1.904 1.0 -0.3 0.1 -0.93
C 1.278 -0.054 -2.686 -0.5 0.3 -0.9 -0.73
N 0.096 0.017 -2.056 0.4 -0.1 -0.1 1.42
C -0.973 0.365 -2.748 -0.1 -0.1 -0.2 -0.78
C -0.930 0.681 -4.107 0.1 -0.1 0.0 -1.20
C 0.277 0.638 -4.767 0.0 -0.1 0.3 -0.63
C 1.417 0.256 -4.056 -0.8 0.0 0.6 0.85
C 2.711 0.147 -4.668 0.9 0.1 -1.0 0.78
N 2.964 0.381 -5.942 -0.9 0.2 0.2 -0.90
H 5.759 -1.061 -2.168 0.1 0.0 0.0 0.56
H 5.378 -1.506 0.274 0.1 0.0 0.1 0.51
H 3.073 -1.308 1.169 0.0 0.0 0.1 0.47
H -1.905 0.388 -2.195 0.0 0.0 0.0 0.54
H -1.834 0.956 -4.625 -0.1 0.0 0.0 0.52
H 0.371 0.881 -5.814 0.0 0.0 -0.1 0.56
C -2.593 -3.109 1.722 -0.1 0.6 -0.1 -1.00
Si -3.319 -1.349 1.851 -0.5 -0.2 0.2 0.14
C -4.902 -1.448 0.774 0.6 0.2 0.5 -1.34
C -3.738 -1.080 3.718 0.1 -0.1 -0.8 -1.23
N -2.197 -0.135 1.274 -0.3 -0.6 0.0 0.88
C -2.622 1.159 1.208 0.1 0.6 0.0 0.75
C -3.849 1.603 1.736 0.2 0.1 -0.1 -0.65
C -4.234 2.924 1.725 0.0 0.3 0.0 -1.36
C -3.405 3.891 1.185 -0.1 0.0 0.0 -0.86
C -2.196 3.502 0.633 0.2 0.0 0.0 -1.04
C -1.822 2.171 0.612 -0.8 0.1 0.5 0.50
O -0.598 1.748 0.078 -0.3 -0.3 -0.1 0.83
C 0.086 2.587 -0.779 0.6 0.5 -0.3 -0.19
C -0.517 3.241 -1.850 -0.1 -0.2 0.2 0.18
C 0.255 4.022 -2.692 0.0 0.0 0.0 -0.96
C 1.615 4.176 -2.467 0.1 0.0 -0.1 -0.71
C 2.211 3.518 -1.404 0.0 0.0 -0.1 -0.51
C 1.455 2.711 -0.575 -0.3 -0.2 0.3 0.43
H -3.220 -3.808 2.265 -0.2 0.0 0.3 0.64
H -1.585 -3.213 2.108 0.2 -0.1 0.1 0.25
H -2.601 -3.423 0.687 0.0 -0.1 -0.3 0.11
H -5.560 -2.230 1.134 -0.1 -0.3 0.1 0.42
H -4.625 -1.694 -0.247 0.2 -0.1 -0.2 0.33
H -5.474 -0.527 0.745 -0.1 0.2 0.0 0.39
H -4.101 -1.998 4.167 -0.1 -0.3 0.1 0.39
H -4.505 -0.329 3.872 -0.2 0.1 0.0 0.40
H -2.865 -0.757 4.278 0.2 0.0 0.0 0.30
H -4.510 0.883 2.178 -0.1 -0.1 0.1 0.25
H -5.184 3.199 2.161 -0.1 0.0 0.0 0.40
H -3.684 4.933 1.198 0.0 0.1 0.0 0.42
H -1.531 4.248 0.224 0.0 0.0 0.0 0.45
H -1.579 3.138 -2.022 -0.1 0.0 0.0 0.66
H -0.212 4.521 -3.529 -0.1 0.0 0.0 0.43
H 2.203 4.806 -3.118 0.0 0.0 0.0 0.43
H 3.265 3.645 -1.205 0.1 0.0 0.0 0.53
H 1.900 2.173 0.248 0.0 0.0 0.1 -0.52
```
Forces are in eV/Å.

Charge   0
E_tot   -6130.675051 Ha
Molecular weight   915.00 g/mol
F_max   0.02829 hartree/bohr

4.
Entry from the OMol25 dataset: a molecular structure, C16H34InOTi in a non-equilibrium geometry (ωB97M-V with the def2-TZVPD basis set).

The geometry in XYZ format:
```
53
Properties=species:S:1:pos:R:3:forces:R:3:mulliken_charge:R:1
C -1.089 -2.604 3.445 -0.1 0.3 -0.3 -1.54
C -1.090 -1.178 2.810 0.5 -0.6 -0.1 0.45
C -2.246 -1.041 1.780 -0.5 0.4 0.2 -0.78
C -2.467 0.415 1.204 1.7 0.9 0.6 -0.02
C -1.234 1.374 1.590 -0.5 1.0 -0.3 0.39
C -1.314 2.846 0.918 0.3 -2.1 -0.8 -1.01
C -0.087 3.034 -0.120 -1.4 0.7 1.4 0.77
C 1.269 3.003 0.661 0.5 -0.7 -0.3 -1.07
C 2.254 1.983 -0.026 -0.3 0.3 0.6 -0.46
C 2.321 0.597 0.748 -0.7 0.3 -1.4 -0.78
C 1.639 -0.473 -0.189 1.1 -0.2 1.1 0.59
C 2.051 -1.950 0.096 0.8 0.5 -0.8 -0.56
C 2.130 -2.703 -1.276 0.0 -0.5 0.9 -1.43
In 0.108 -3.047 -2.199 0.5 -1.0 -0.1 0.87
C -0.666 -1.407 -3.552 0.3 3.3 1.6 -1.41
C -0.242 -0.003 -2.946 2.0 -3.5 -3.5 1.71
C -0.340 1.286 -4.021 0.3 1.2 0.9 -0.47
O 0.954 0.559 -3.432 -3.2 -0.5 3.0 -0.33
H -1.898 -2.694 4.195 0.4 0.0 -0.3 0.41
H -1.271 -3.365 2.655 0.2 0.4 0.5 0.34
H -0.110 -2.813 3.925 -0.7 0.1 -0.2 0.39
H -1.122 -0.414 3.614 -0.2 -0.4 -0.5 0.22
H -0.107 -1.045 2.303 -0.6 0.0 0.2 -0.27
H -3.193 -1.335 2.286 0.5 0.1 -0.3 0.41
H -2.100 -1.749 0.937 0.1 0.3 0.5 0.28
H -3.416 0.879 1.550 0.5 -0.3 -0.4 0.39
H -2.452 0.294 0.053 -0.4 -1.1 1.5 -0.03
H -0.302 0.887 1.246 -0.5 0.3 0.3 -0.62
H -1.139 1.538 2.682 -0.2 -0.5 -0.6 0.48
H -1.335 3.636 1.689 -0.1 -0.3 -0.6 0.41
H -2.338 2.915 0.365 0.7 1.2 1.1 0.19
H -0.203 4.033 -0.590 0.0 -0.8 -0.1 0.35
H -0.141 2.224 -0.927 0.5 0.9 0.8 -0.61
H 1.729 4.010 0.734 -0.5 -0.5 -0.3 0.44
H 1.115 2.675 1.711 -0.1 0.2 -0.6 0.38
H 3.258 2.432 -0.156 -0.5 -0.3 0.2 0.40
H 1.838 1.847 -1.050 0.7 -0.2 0.6 0.28
H 3.369 0.320 0.965 -0.6 0.1 -0.1 0.60
H 1.749 0.684 1.695 0.6 -0.1 -0.3 0.32
H 0.541 -0.325 -0.095 0.5 -0.2 -0.5 -0.84
H 2.024 -0.256 -1.208 -0.7 -0.1 0.5 0.44
H 3.078 -1.902 0.541 -0.6 -0.1 -0.1 0.43
H 1.422 -2.481 0.839 0.1 0.3 -0.5 0.08
H 2.548 -3.713 -1.044 -0.4 0.5 -0.4 0.45
H 2.870 -2.227 -1.960 -0.5 -0.1 0.5 0.39
H -1.128 -3.413 -0.948 0.1 0.4 0.0 -0.43
H 0.280 -4.519 -3.233 -0.1 0.4 0.1 -0.36
H -0.265 -1.393 -4.578 -0.4 -0.2 0.4 0.38
H -1.773 -1.339 -3.487 0.5 -0.6 -0.4 0.29
H -0.543 0.204 -1.872 0.4 0.1 -1.0 -0.71
H 0.328 2.170 -4.127 -0.8 -0.1 -1.4 0.38
H -0.966 1.832 -3.178 0.7 0.3 0.5 -0.23
Ti -2.302 1.712 -1.020 0.5 0.4 -1.7 0.05
```
Forces are in eV/Å.

Charge   0
E_tot   -1744.300067 Ha
2S+1   2
Molecular weight   405.13 g/mol
F_max   0.10302 hartree/bohr

5.
Entry from the OMol25 dataset: 2 unconnected molecules or ions with the total composition C7H12N2O2S in a non-equilibrium geometry (ωB97M-V with the def2-TZVPD basis set).

The geometry in XYZ format:
```
24
Properties=species:S:1:pos:R:3:forces:R:3:mulliken_charge:R:1
C 4.070 -1.552 -0.261 2.4 0.8 0.2 -0.59
C 3.885 -0.144 -0.134 -4.2 -2.2 -0.3 -0.62
C 2.859 -2.120 -0.402 1.7 -1.6 0.2 -0.46
C 2.479 0.048 -0.189 -3.8 -1.2 0.4 0.44
C -3.604 -0.902 -0.757 1.3 0.6 0.9 -1.01
C -1.652 1.016 0.014 2.8 -1.6 -1.3 -0.51
C 1.418 1.116 -0.076 4.3 -2.7 -0.4 -0.39
N 1.880 -1.264 -0.289 -1.3 2.3 -0.4 0.14
N 1.913 2.338 0.083 0.3 3.4 0.4 -0.33
O -1.031 -1.641 -0.081 -0.5 0.5 -0.9 -0.77
O -2.600 -0.808 1.579 -0.5 -0.2 1.2 -0.65
S -2.102 -0.722 0.246 0.5 0.4 1.1 1.13
H 5.080 -2.039 -0.199 -1.4 0.4 -0.3 0.31
H 4.625 0.531 -0.120 2.3 2.6 0.2 0.51
H 2.752 -3.119 -0.638 -0.8 -2.0 -0.1 0.44
H -4.176 -0.042 -0.376 -0.1 -0.3 -0.8 0.35
H -3.368 -0.966 -1.814 -0.4 0.1 0.0 0.36
H -4.013 -1.791 -0.308 -0.3 -0.5 -0.2 0.37
H -2.175 1.631 0.667 -1.6 0.9 0.7 0.40
H -1.806 1.055 -1.052 -0.2 1.2 -0.4 0.40
H -0.543 1.290 0.203 -1.5 -1.2 -0.2 -0.13
H 0.857 -1.534 -0.336 1.7 1.0 0.1 0.28
H 1.344 3.158 0.143 -0.3 0.1 0.0 0.17
H 2.909 2.567 0.141 -0.6 -0.7 0.0 0.17
```
Forces are in eV/Å.

Charge   0
E_tot   -931.890304 Ha
2S+1   3
Molecular weight   188.25 g/mol
F_max   0.09988 hartree/bohr

6.
Entry from the OMol25 dataset: a single C21H25NO6 molecule (ωB97M-V with the def2-TZVPD basis set).

The geometry in XYZ format:
```
53
Properties=species:S:1:pos:R:3:forces:R:3:mulliken_charge:R:1
C -3.587 2.778 3.318 -0.2 0.3 0.2 -0.68
H -4.446 2.374 2.788 0.1 0.0 0.0 0.23
H -3.762 2.769 4.396 0.0 0.0 -0.1 0.30
H -3.390 3.806 3.005 -0.1 -0.1 0.0 0.30
O -2.488 1.944 2.990 0.3 -0.3 -0.2 -0.28
C -1.311 2.289 3.537 -0.2 0.3 0.2 0.48
O -1.180 3.244 4.264 0.0 -0.1 -0.1 -0.62
C -0.211 1.377 3.150 0.3 -0.2 -0.1 0.22
C -0.413 0.305 2.291 0.1 0.1 0.1 -0.59
C 0.637 -0.538 1.943 0.1 0.2 0.4 0.14
C 1.932 -0.280 2.417 -0.1 0.0 0.0 1.29
C 2.107 0.789 3.293 -0.1 0.0 0.0 -0.77
C 1.062 1.606 3.667 -0.3 0.1 0.0 -0.97
H 1.210 2.435 4.341 0.0 0.1 0.1 0.49
H 3.098 0.987 3.673 0.1 0.0 0.0 0.39
C 3.118 -1.077 1.986 0.1 -0.1 0.1 -1.63
H 3.098 -2.062 2.452 0.1 0.0 -0.1 0.40
H 3.106 -1.238 0.909 0.0 0.0 -0.1 0.21
H 4.040 -0.571 2.262 0.1 0.1 0.0 0.44
N 0.344 -1.577 1.044 -0.3 0.2 0.0 0.17
C 0.788 -2.865 1.046 -0.4 -0.3 -0.2 0.41
O 1.455 -3.356 1.929 0.2 -0.1 0.2 -0.65
C 0.359 -3.639 -0.190 0.3 -0.1 0.0 -0.84
H -0.726 -3.588 -0.303 0.0 0.0 0.0 0.45
H 0.646 -4.679 -0.036 -0.1 0.1 0.1 0.38
C 1.040 -3.103 -1.466 -0.2 0.0 0.1 -1.33
C 0.473 -1.780 -1.899 0.1 0.2 -0.2 -1.03
C 1.127 -0.593 -1.611 0.1 0.0 -0.2 0.13
C 0.561 0.641 -1.917 -0.1 0.2 0.0 0.80
C -0.669 0.687 -2.587 -0.2 0.1 -0.2 0.76
C -1.320 -0.523 -2.901 0.0 0.3 0.0 0.45
C -0.758 -1.737 -2.541 -0.1 0.0 0.0 -0.16
H -1.260 -2.664 -2.770 -0.1 -0.1 -0.1 0.53
O -2.506 -0.381 -3.555 0.4 0.2 0.2 -0.43
C -3.209 -1.539 -3.927 -0.1 -0.2 -0.1 -0.93
H -4.095 -1.186 -4.452 0.0 -0.1 0.0 0.24
H -3.517 -2.125 -3.054 0.0 0.0 0.0 0.36
H -2.620 -2.172 -4.600 0.0 0.0 0.0 0.36
O -1.355 1.809 -2.950 0.0 -0.5 0.3 -0.49
C -0.658 3.003 -3.227 0.1 0.5 -0.1 -0.78
H -1.371 3.634 -3.757 0.1 0.0 0.0 0.31
H -0.334 3.507 -2.313 0.0 0.0 -0.1 0.21
H 0.211 2.823 -3.864 0.0 0.0 0.0 0.30
O 1.145 1.834 -1.576 -0.5 -0.3 -0.3 -0.49
C 2.345 1.818 -0.844 0.2 0.0 0.2 -0.70
H 2.594 2.865 -0.677 0.0 -0.1 0.0 0.29
H 2.221 1.321 0.123 0.0 0.0 0.0 0.15
H 3.157 1.343 -1.405 0.0 0.0 0.0 0.35
H 2.084 -0.635 -1.119 0.1 0.0 0.1 0.22
H 0.891 -3.837 -2.261 0.1 0.0 0.0 0.48
H 2.112 -3.016 -1.285 0.0 0.0 -0.1 0.39
H -0.377 -1.352 0.372 0.2 -0.1 0.0 0.22
H -1.398 0.124 1.889 -0.1 -0.1 0.0 0.55
```
Forces are in eV/Å.

Charge   0
E_tot   -1321.415227 Ha
Molecular weight   387.43 g/mol
SMILES string   COC(=O)c1ccc(C)c(NC(=O)CCc2cc(OC)c(OC)c(OC)c2)c1
F_max   0.01279 hartree/bohr